Record 1
Computed, not measured: 2 unconnected molecules or ions with the total composition C14H15N5O2 in a non-equilibrium geometry, with wB97M-V/def2-TZVPD.

HOMO-LUMO gap in eV: 4.7
E in eV: -26304.7322
Molar mass in g mol⁻¹: 285.307
Relative energy (zero: lowest compared OMol25 entry of this formula, charge and spin) in kJ/mol: 359.4
HOMO energy in Eh: -0.234

Last column: Löwdin charge in e.
Cartesian coordinates (Å):
1 C 5.31862 -1.91568 -2.09257  -0.05
2 O 4.66981 -0.62075 -2.14150  -0.06
3 C 3.31289 -0.60055 -2.06458  -0.23
4 C 2.69084 0.66709 -1.90646  0.02
5 C 1.32703 0.73756 -1.77527  0.01
6 C 0.53779 -0.43756 -1.81120  -0.18
7 C -0.87145 -0.31124 -1.67123  -0.03
8 O -1.64439 -1.35420 -1.75846  -0.04
9 C -3.05605 -1.10975 -1.53762  -0.01
10 C 1.15901 -1.70030 -1.98977  0.02
11 C 2.52696 -1.78161 -2.11021  0.00
12 H 6.37805 -1.66347 -2.10284  0.10
13 H 5.05702 -2.46167 -1.17249  0.10
14 H 5.05886 -2.52900 -2.96879  0.10
15 H 3.32529 1.55079 -1.87691  0.13
16 H 0.80305 1.68105 -1.64006  0.13
17 H -1.35125 0.66476 -1.52832  0.14
18 H -3.51498 -2.09762 -1.52322  0.10
19 H -3.20117 -0.58374 -0.58572  0.08
20 H -3.45652 -0.50214 -2.36093  0.10
21 H 0.55241 -2.60185 -2.02544  0.13
22 H 3.01213 -2.75375 -2.22243  0.11
23 N -2.14633 1.85402 5.19373  0.13
24 C -2.30676 2.01103 3.87271  -0.37
25 N -2.85557 3.11633 3.35453  0.08
26 C -2.95674 3.20427 2.00751  -0.23
27 N -2.55564 2.28354 1.08544  0.06
28 C -2.01275 1.17340 1.54547  -0.37
29 C -1.86453 0.96210 2.99872  -0.22
30 N -1.26019 -0.22979 3.19638  0.05
31 C -1.05636 -0.74033 1.93305  -0.23
32 N -1.49531 0.06921 0.91732  0.05
33 H -1.70435 1.02201 5.55340  0.09
34 H -2.43087 2.58516 5.82439  0.10
35 H -3.40921 4.12015 1.61629  0.09
36 H -0.57932 -1.70749 1.76710  0.09

---

Record 2
Computed, not measured: a molecular structure, C14H15N7OPt in a non-equilibrium geometry, with wB97M-V/def2-TZVPD.

HOMO-LUMO gap in eV: 8.8
Charge: +2
E in eV: -30472.4037
Molar mass in g mol⁻¹: 492.400
Relative energy (zero: lowest compared OMol25 entry of this formula, charge and spin) in kJ/mol: 124.1
HOMO energy in Eh: -0.584

Last column: Löwdin charge in e.
Cartesian coordinates (Å):
1 Pt 0.26264 -0.64191 0.13620  1.23
2 C 2.90093 1.35149 2.99527  0.05
3 C 2.28799 1.16002 1.64625  -0.45
4 O 1.73402 0.06223 1.36748  -0.16
5 N 2.40385 2.14119 0.76203  0.12
6 C 1.95856 2.05760 -0.62824  -0.08
7 C 0.48932 2.35196 -0.72656  -0.25
8 C 0.01080 3.60052 -1.07702  0.02
9 C -1.35688 3.83107 -1.05975  0.00
10 C -2.20665 2.80447 -0.67965  -0.01
11 C -1.66424 1.57913 -0.35120  -0.10
12 N -0.34039 1.35662 -0.37879  -0.05
13 H 2.89685 0.40854 3.53171  0.10
14 H 2.31699 2.08399 3.55660  0.11
15 H 3.92169 1.72322 2.91294  0.11
16 H 2.87731 2.98133 1.06062  0.17
17 H 2.18018 1.05751 -1.00578  0.12
18 H 2.53612 2.76766 -1.21444  0.14
19 H 0.70273 4.38284 -1.35805  0.13
20 H -1.75192 4.80008 -1.33427  0.13
21 H -3.27826 2.93886 -0.64704  0.13
22 H -2.29048 0.74557 -0.06613  0.12
23 N -1.12301 -3.87259 2.47431  0.08
24 C -0.51079 -2.69036 2.53357  -0.06
25 N -0.42865 -2.22457 1.29973  -0.03
26 C -1.04340 -3.17746 0.52934  -0.29
27 N -1.46772 -4.19952 1.21517  0.18
28 C -1.17419 -2.89532 -0.89798  -0.16
29 C -1.73460 -3.73523 -1.84345  -0.01
30 N -1.73600 -3.42393 -3.13504  0.14
31 C -1.16223 -2.28479 -3.49641  -0.05
32 C -0.60257 -1.41259 -2.56875  -0.05
33 N -0.63205 -1.71345 -1.27117  -0.09
34 H -1.34920 -4.50049 3.23378  0.19
35 H -0.15610 -2.22113 3.43584  0.16
36 H -2.17018 -4.68064 -1.54338  0.14
37 H -1.14983 -2.03760 -4.55014  0.13
38 H -0.15061 -0.47432 -2.85756  0.12

---

Record 3
Computed, not measured: C14H15NO5 in the gas phase, with wB97M-V/def2-TZVPD.

HOMO-LUMO gap in eV: 9.0
E in eV: -26488.6064
Structure (SMILES): Cc1ccc(NC(=O)COC(=O)C2=COCCO2)cc1
Molar mass in g mol⁻¹: 277.276
Relative energy (zero: lowest compared OMol25 entry of this formula, charge and spin) in kJ/mol: 114.8
HOMO energy in Eh: -0.306

Last column: Löwdin charge in e.
Cartesian coordinates (Å):
1 C -6.80071 -1.61710 -0.04725  -0.06
2 C -5.49856 -0.87644 -0.01582  -0.29
3 C -5.39812 0.38496 0.55498  -0.05
4 C -4.19297 1.06059 0.57404  -0.03
5 C -3.05373 0.48576 0.01885  -0.22
6 C -3.14200 -0.77836 -0.55454  0.00
7 C -4.35357 -1.44169 -0.56589  -0.04
8 H -4.41131 -2.42358 -1.01274  0.12
9 H -2.26507 -1.23300 -0.98244  0.10
10 N -1.86135 1.22470 0.06290  0.13
11 C -0.63493 0.88387 -0.40635  -0.44
12 O -0.34543 -0.14384 -0.96677  0.11
13 C 0.40401 2.00122 -0.17839  -0.08
14 H 0.28511 2.78164 -0.93329  0.14
15 H 0.29589 2.41828 0.83005  0.13
16 O 1.70611 1.48665 -0.35308  0.04
17 C 2.07233 0.58095 0.56500  -0.43
18 O 1.41134 0.31593 1.54253  0.12
19 C 3.37584 -0.02212 0.26224  -0.16
20 C 3.84452 -1.04072 1.00576  -0.03
21 O 5.03971 -1.63913 0.81497  -0.04
22 C 5.85970 -0.96000 -0.11667  -0.14
23 H 6.61932 -1.67091 -0.44480  0.13
24 C 5.01676 -0.45244 -1.29176  -0.15
25 H 5.63254 0.07798 -2.01876  0.13
26 O 4.04987 0.46368 -0.83449  -0.02
27 H 4.52491 -1.30850 -1.77270  0.14
28 H 6.33941 -0.10453 0.37494  0.14
29 H 3.27497 -1.44918 1.82336  0.14
30 H -1.94532 2.11443 0.53526  0.14
31 H -4.13369 2.04221 1.02447  0.11
32 H -6.27154 0.84769 0.99160  0.11
33 H -7.57874 -1.06085 0.46927  0.07
34 H -6.69521 -2.59182 0.42686  0.08
35 H -7.11736 -1.78178 -1.07672  0.08

---

Record 4
Computed, not measured: 2 unconnected molecules or ions with the total composition C14H16 in a non-equilibrium geometry, with wB97M-V/def2-TZVPD.

⟨S²⟩: 0.761
HOMO-LUMO gap (alpha / beta) in eV: 2.4 / 6.3
Charge: -1
E in eV: -14775.2015
Multiplicity: 2
Molar mass in g mol⁻¹: 184.282
Relative energy (zero: lowest compared OMol25 entry of this formula, charge and spin) in kJ/mol: 111.8
HOMO energy (alpha / beta) in Eh: 0.030 / -0.112

Last column: Löwdin charge in e.
Cartesian coordinates (Å):
1 C -0.37252 1.47724 -2.40094  -0.11
2 C -1.60870 2.43240 1.08300  -0.20
3 C -0.77854 2.30458 -0.04706  -0.16
4 C -2.85993 1.69426 1.13054  -0.20
5 C -1.22732 1.68304 -1.18735  -0.36
6 C -3.30827 1.11121 -0.04965  -0.22
7 C -2.56220 1.14463 -1.21970  -0.15
8 H -1.47135 3.25382 1.78568  0.03
9 H 0.21333 2.74787 0.04799  0.08
10 H -3.36160 1.40594 2.05160  0.04
11 H -4.31605 0.69323 -0.06381  0.07
12 H 0.62568 1.04866 -2.24277  0.05
13 H -0.29508 2.41166 -2.96699  0.06
14 H -2.94137 0.67926 -2.11986  0.05
15 H -0.73039 0.79621 -3.17855  0.05
16 C 3.12215 -1.42177 -0.98755  -0.07
17 C 0.22671 -2.73479 1.01794  -0.09
18 C 0.15808 -1.79020 2.03069  -0.10
19 C 1.26246 -2.67122 0.10320  -0.07
20 C 2.25796 -1.69920 0.20640  -0.28
21 C 1.16538 -0.84008 2.18696  -0.08
22 C 2.25342 -0.87969 1.32886  -0.06
23 H -0.41380 -3.59962 1.14915  0.10
24 H -0.70713 -1.57623 2.64787  0.10
25 H 1.44272 -3.43928 -0.64111  0.10
26 H 1.05819 -0.03356 2.89857  0.10
27 H 2.78199 -1.97662 -1.85205  0.06
28 H 4.19949 -1.61854 -1.08938  0.07
29 H 3.11253 -0.25406 1.55439  0.11
30 H 3.07418 -0.34913 -1.17607  0.08

---

Copy entry 1 word for word.
Computed, not measured: 2 unconnected molecules or ions with the total composition C14H15N5O2 in a non-equilibrium geometry, with wB97M-V/def2-TZVPD.

HOMO-LUMO gap in eV: 4.7
E in eV: -26304.7322
Molar mass in g mol⁻¹: 285.307
Relative energy (zero: lowest compared OMol25 entry of this formula, charge and spin) in kJ/mol: 359.4
HOMO energy in Eh: -0.234

Last column: Löwdin charge in e.
Cartesian coordinates (Å):
1 C 5.31862 -1.91568 -2.09257  -0.05
2 O 4.66981 -0.62075 -2.14150  -0.06
3 C 3.31289 -0.60055 -2.06458  -0.23
4 C 2.69084 0.66709 -1.90646  0.02
5 C 1.32703 0.73756 -1.77527  0.01
6 C 0.53779 -0.43756 -1.81120  -0.18
7 C -0.87145 -0.31124 -1.67123  -0.03
8 O -1.64439 -1.35420 -1.75846  -0.04
9 C -3.05605 -1.10975 -1.53762  -0.01
10 C 1.15901 -1.70030 -1.98977  0.02
11 C 2.52696 -1.78161 -2.11021  0.00
12 H 6.37805 -1.66347 -2.10284  0.10
13 H 5.05702 -2.46167 -1.17249  0.10
14 H 5.05886 -2.52900 -2.96879  0.10
15 H 3.32529 1.55079 -1.87691  0.13
16 H 0.80305 1.68105 -1.64006  0.13
17 H -1.35125 0.66476 -1.52832  0.14
18 H -3.51498 -2.09762 -1.52322  0.10
19 H -3.20117 -0.58374 -0.58572  0.08
20 H -3.45652 -0.50214 -2.36093  0.10
21 H 0.55241 -2.60185 -2.02544  0.13
22 H 3.01213 -2.75375 -2.22243  0.11
23 N -2.14633 1.85402 5.19373  0.13
24 C -2.30676 2.01103 3.87271  -0.37
25 N -2.85557 3.11633 3.35453  0.08
26 C -2.95674 3.20427 2.00751  -0.23
27 N -2.55564 2.28354 1.08544  0.06
28 C -2.01275 1.17340 1.54547  -0.37
29 C -1.86453 0.96210 2.99872  -0.22
30 N -1.26019 -0.22979 3.19638  0.05
31 C -1.05636 -0.74033 1.93305  -0.23
32 N -1.49531 0.06921 0.91732  0.05
33 H -1.70435 1.02201 5.55340  0.09
34 H -2.43087 2.58516 5.82439  0.10
35 H -3.40921 4.12015 1.61629  0.09
36 H -0.57932 -1.70749 1.76710  0.09

---

Among the records above, which one has the lowest molar mass? C14H16

---

What did the third record say?
Computed, not measured: C14H15NO5 in the gas phase, with wB97M-V/def2-TZVPD.

HOMO-LUMO gap in eV: 9.0
E in eV: -26488.6064
Structure (SMILES): Cc1ccc(NC(=O)COC(=O)C2=COCCO2)cc1
Molar mass in g mol⁻¹: 277.276
Relative energy (zero: lowest compared OMol25 entry of this formula, charge and spin) in kJ/mol: 114.8
HOMO energy in Eh: -0.306

Last column: Löwdin charge in e.
Cartesian coordinates (Å):
1 C -6.80071 -1.61710 -0.04725  -0.06
2 C -5.49856 -0.87644 -0.01582  -0.29
3 C -5.39812 0.38496 0.55498  -0.05
4 C -4.19297 1.06059 0.57404  -0.03
5 C -3.05373 0.48576 0.01885  -0.22
6 C -3.14200 -0.77836 -0.55454  0.00
7 C -4.35357 -1.44169 -0.56589  -0.04
8 H -4.41131 -2.42358 -1.01274  0.12
9 H -2.26507 -1.23300 -0.98244  0.10
10 N -1.86135 1.22470 0.06290  0.13
11 C -0.63493 0.88387 -0.40635  -0.44
12 O -0.34543 -0.14384 -0.96677  0.11
13 C 0.40401 2.00122 -0.17839  -0.08
14 H 0.28511 2.78164 -0.93329  0.14
15 H 0.29589 2.41828 0.83005  0.13
16 O 1.70611 1.48665 -0.35308  0.04
17 C 2.07233 0.58095 0.56500  -0.43
18 O 1.41134 0.31593 1.54253  0.12
19 C 3.37584 -0.02212 0.26224  -0.16
20 C 3.84452 -1.04072 1.00576  -0.03
21 O 5.03971 -1.63913 0.81497  -0.04
22 C 5.85970 -0.96000 -0.11667  -0.14
23 H 6.61932 -1.67091 -0.44480  0.13
24 C 5.01676 -0.45244 -1.29176  -0.15
25 H 5.63254 0.07798 -2.01876  0.13
26 O 4.04987 0.46368 -0.83449  -0.02
27 H 4.52491 -1.30850 -1.77270  0.14
28 H 6.33941 -0.10453 0.37494  0.14
29 H 3.27497 -1.44918 1.82336  0.14
30 H -1.94532 2.11443 0.53526  0.14
31 H -4.13369 2.04221 1.02447  0.11
32 H -6.27154 0.84769 0.99160  0.11
33 H -7.57874 -1.06085 0.46927  0.07
34 H -6.69521 -2.59182 0.42686  0.08
35 H -7.11736 -1.78178 -1.07672  0.08

---

Copy entry 4 word for word.
Computed, not measured: 2 unconnected molecules or ions with the total composition C14H16 in a non-equilibrium geometry, with wB97M-V/def2-TZVPD.

⟨S²⟩: 0.761
HOMO-LUMO gap (alpha / beta) in eV: 2.4 / 6.3
Charge: -1
E in eV: -14775.2015
Multiplicity: 2
Molar mass in g mol⁻¹: 184.282
Relative energy (zero: lowest compared OMol25 entry of this formula, charge and spin) in kJ/mol: 111.8
HOMO energy (alpha / beta) in Eh: 0.030 / -0.112

Last column: Löwdin charge in e.
Cartesian coordinates (Å):
1 C -0.37252 1.47724 -2.40094  -0.11
2 C -1.60870 2.43240 1.08300  -0.20
3 C -0.77854 2.30458 -0.04706  -0.16
4 C -2.85993 1.69426 1.13054  -0.20
5 C -1.22732 1.68304 -1.18735  -0.36
6 C -3.30827 1.11121 -0.04965  -0.22
7 C -2.56220 1.14463 -1.21970  -0.15
8 H -1.47135 3.25382 1.78568  0.03
9 H 0.21333 2.74787 0.04799  0.08
10 H -3.36160 1.40594 2.05160  0.04
11 H -4.31605 0.69323 -0.06381  0.07
12 H 0.62568 1.04866 -2.24277  0.05
13 H -0.29508 2.41166 -2.96699  0.06
14 H -2.94137 0.67926 -2.11986  0.05
15 H -0.73039 0.79621 -3.17855  0.05
16 C 3.12215 -1.42177 -0.98755  -0.07
17 C 0.22671 -2.73479 1.01794  -0.09
18 C 0.15808 -1.79020 2.03069  -0.10
19 C 1.26246 -2.67122 0.10320  -0.07
20 C 2.25796 -1.69920 0.20640  -0.28
21 C 1.16538 -0.84008 2.18696  -0.08
22 C 2.25342 -0.87969 1.32886  -0.06
23 H -0.41380 -3.59962 1.14915  0.10
24 H -0.70713 -1.57623 2.64787  0.10
25 H 1.44272 -3.43928 -0.64111  0.10
26 H 1.05819 -0.03356 2.89857  0.10
27 H 2.78199 -1.97662 -1.85205  0.06
28 H 4.19949 -1.61854 -1.08938  0.07
29 H 3.11253 -0.25406 1.55439  0.11
30 H 3.07418 -0.34913 -1.17607  0.08